13
Properties=species:S:1:pos:R:3:forces:R:3:nbo_charge:R:1 method="wB97M-V/def2-TZVPD" e_above_lowest_ev=1.355 largest_force_ha_per_bohr=0.0639 homo_lumo_gap_ev=9.223 total_charge=0 e_homo_ev=-8.4168
C -3.37635 0.26583 5.04640 -0.451 1.341 2.964 0.29
O -2.34618 -0.20794 4.68009 -0.469 -0.265 -1.183 -0.48
H -3.46973 0.63258 6.10816 0.480 -0.311 -0.061 0.07
H -4.37189 0.53377 4.64467 0.441 -0.765 -1.721 0.12
C 1.04716 1.11339 -2.73539 0.480 -0.349 0.402 -0.74
S 1.86397 -0.37876 -3.36917 -0.675 0.239 0.150 0.18
C 1.92559 -1.35966 -1.85045 1.110 -0.310 -0.625 -0.75
H 1.01646 1.86046 -3.52371 0.004 0.026 0.065 0.23
H 1.63816 1.45077 -1.88523 0.051 0.385 -0.119 0.21
H 0.05389 0.90527 -2.35115 -0.231 -0.110 -0.248 0.21
H 2.17697 -2.34295 -2.25417 -0.323 -0.195 0.331 0.23
H 2.80941 -1.07700 -1.27616 -0.275 0.208 0.265 0.21
H 1.03253 -1.39576 -1.23389 -0.142 0.106 -0.219 0.22